165
Properties=species:S:1:pos:R:3:forces:R:3:mulliken_charge:R:1 method="wB97M-V/def2-TZVPD" charge=+1 s_squared=0.766 orbital_gap_ha="0.201 / 0.142" lumo_ha="-0.1449 / -0.2046" multiplicity=2 e_homo_ev="-9.4 / -9.4"
C 8.361 -1.241 -5.964 -1.26 0.27 0.13 -1.445
C 7.007 -1.144 -5.200 -0.73 -0.71 -1.39 0.009
C 6.576 0.151 -4.550 1.96 -0.92 -0.07 -0.539
O 5.341 0.061 -3.894 0.11 1.82 -0.79 -0.155
C 4.916 1.477 -3.722 -0.14 -0.23 1.36 -0.489
N 5.875 -1.332 -6.224 1.38 -1.05 -0.71 -0.273
H 5.979 -2.155 -6.799 0.09 -0.84 0.14 0.364
H 5.030 -1.422 -5.679 -0.80 0.87 -0.23 0.287
H 5.995 -0.614 -6.925 -1.00 0.99 0.12 0.340
H 9.195 -1.161 -5.266 -0.04 -0.47 -0.17 0.400
H 8.528 -0.525 -6.768 -0.32 0.67 0.32 0.365
H 8.273 -2.165 -6.535 0.73 -0.47 0.49 0.446
H 6.856 -2.059 -4.628 0.42 0.36 0.77 0.314
H 6.593 0.880 -5.360 -0.26 0.43 -0.07 0.486
H 7.472 0.354 -3.964 -0.42 0.71 0.97 0.337
H 5.720 2.049 -3.259 0.22 -0.17 -0.25 0.358
H 4.133 1.539 -2.966 -0.13 -0.52 -0.16 -0.222
H 4.574 1.998 -4.617 0.13 -0.57 -0.40 0.402
C 1.247 2.859 -0.914 0.74 -1.38 -0.29 -0.714
C 0.972 1.545 -0.111 0.22 0.26 0.78 1.042
C 0.642 0.334 -1.016 0.77 0.17 1.43 -0.408
O 0.435 -0.890 -0.245 -0.91 0.37 -0.56 0.317
C -0.906 -1.192 0.279 1.28 1.10 -1.04 1.007
N 2.154 1.179 0.898 -1.67 0.71 -2.07 1.399
H 2.162 0.271 1.341 -1.10 -0.54 0.66 -0.088
H 3.085 1.177 0.507 1.15 0.51 -1.03 0.318
H 2.188 1.914 1.591 -0.13 0.72 1.02 0.016
H 2.029 2.658 -1.646 0.66 0.14 0.26 -0.170
H 1.518 3.693 -0.267 -0.03 -0.12 -0.02 0.434
H 0.453 3.126 -1.611 -0.61 -0.06 0.64 -0.097
H 0.141 1.810 0.544 -0.03 -0.50 0.27 -0.071
H 1.539 0.201 -1.620 0.08 -0.56 0.00 -0.212
H -0.142 0.569 -1.736 -0.49 -0.02 0.30 -0.133
H -0.857 -2.272 0.422 -0.26 0.18 0.47 -0.798
H -1.688 -0.934 -0.436 -0.06 -0.16 -0.51 -0.298
H -1.190 -0.608 1.154 0.45 -0.30 0.42 0.001
C 1.992 -6.578 -0.742 0.11 -0.52 0.50 -1.426
C 2.258 -5.095 -0.341 1.53 -0.63 -2.23 0.385
C 3.200 -4.362 -1.430 -2.69 1.40 0.98 -0.973
O 3.268 -2.971 -1.038 0.00 -2.74 1.31 -0.073
C 3.371 -2.150 -2.114 1.17 1.67 -1.36 -0.656
N 0.925 -4.425 -0.188 -0.30 0.20 -0.52 0.019
H 0.268 -4.952 0.370 0.49 -0.34 1.21 0.291
H 1.047 -3.500 0.197 0.15 1.02 0.60 -0.212
H 0.343 -4.352 -1.010 0.55 0.39 -1.15 0.394
H 2.679 -7.257 -0.237 -0.24 0.13 0.43 0.370
H 2.035 -6.974 -1.757 0.70 1.27 -0.70 0.395
H 0.964 -6.897 -0.573 -0.11 0.10 0.99 0.386
H 2.753 -4.903 0.611 -0.15 -0.59 0.18 0.447
H 2.644 -4.317 -2.366 -0.15 -0.61 -0.39 0.451
H 4.149 -4.859 -1.631 0.11 -0.01 0.61 0.374
H 3.565 -1.141 -1.749 -0.52 0.10 0.03 -0.120
H 2.546 -2.222 -2.822 -0.63 0.19 0.14 0.338
H 4.252 -2.324 -2.731 0.48 -0.45 -0.01 0.496
C -1.374 3.122 7.192 1.05 0.52 -0.79 -0.921
N -0.705 2.892 5.814 -0.05 -0.09 0.76 0.123
C -1.275 3.995 4.775 0.57 -2.65 1.97 -0.588
C 0.792 3.211 5.980 -0.37 -0.16 -0.66 -0.488
C -0.916 1.385 5.503 -1.43 0.54 -0.19 -1.085
C -0.777 0.952 4.057 2.16 0.43 -1.27 0.321
O 0.430 1.500 3.416 -2.69 0.47 0.57 -0.049
H -0.983 4.069 7.563 -0.07 0.04 -0.06 0.422
H -1.013 2.356 7.878 -0.26 -0.11 -0.18 0.368
H -2.461 3.202 7.152 0.14 -0.41 -0.35 0.335
H -2.336 3.753 4.717 0.04 0.33 -0.23 0.235
H -0.726 3.807 3.852 0.00 0.49 0.09 0.169
H -1.048 4.887 5.359 -0.13 0.26 -0.82 0.445
H 1.333 2.536 6.642 -0.59 -0.16 0.27 0.348
H 0.861 4.234 6.351 0.11 -0.09 -0.20 0.429
H 1.263 3.091 5.005 -0.13 0.30 -0.01 -0.084
H -1.961 1.151 5.708 -0.34 0.46 0.14 0.571
H -0.421 0.819 6.292 0.84 0.17 -0.43 0.340
H -1.654 1.177 3.450 0.15 0.89 0.22 -0.415
H -0.774 -0.132 3.941 0.27 -0.28 0.68 0.307
H 1.155 0.888 3.564 0.37 -0.57 0.12 0.472
C -2.574 -0.384 -3.955 -0.91 -0.07 0.23 -0.320
N -4.031 -0.492 -3.616 -1.50 0.73 2.18 0.301
C -4.839 -0.562 -4.865 -0.50 -0.85 -0.01 -0.839
C -4.372 -1.751 -2.741 0.46 1.17 -1.57 -0.643
C -4.616 0.811 -2.833 0.82 0.81 0.23 -1.390
C -4.026 1.148 -1.415 1.13 -0.32 -1.68 0.961
O -4.345 0.079 -0.641 -1.17 -2.72 0.29 -0.299
H -2.012 -0.458 -3.024 0.15 0.09 -0.23 -0.063
H -2.433 0.550 -4.499 0.17 0.19 0.04 0.081
H -2.398 -1.213 -4.640 0.36 -0.05 0.19 0.431
H -4.913 0.366 -5.432 0.30 0.17 0.43 0.266
H -5.816 -0.916 -4.535 -0.17 0.32 -0.33 0.417
H -4.430 -1.330 -5.522 0.17 0.01 0.08 0.378
H -4.216 -2.624 -3.375 0.10 -0.02 -0.03 0.571
H -5.434 -1.638 -2.526 0.27 -0.15 0.38 0.391
H -3.731 -1.757 -1.859 -0.31 0.17 -0.16 -0.235
H -5.680 0.757 -2.603 -0.12 -1.03 -0.66 0.510
H -4.497 1.591 -3.585 0.28 0.16 0.23 0.495
H -4.399 2.067 -0.963 -0.18 0.27 -0.76 0.317
H -2.939 1.195 -1.485 0.24 0.54 -0.07 -0.427
H -4.330 0.215 0.309 0.42 0.74 0.70 0.172
C -4.588 -2.918 2.538 0.26 -2.18 -1.28 -0.688
N -4.252 -4.274 1.729 0.79 -0.66 -0.28 0.105
C -2.729 -4.311 1.458 -0.95 -1.49 0.38 -1.395
C -4.626 -5.514 2.592 0.69 1.11 0.73 -0.948
C -4.922 -4.343 0.293 0.77 -0.40 1.58 0.046
C -4.705 -5.634 -0.536 0.66 1.32 -1.28 -0.842
O -4.865 -6.827 0.102 -0.58 -1.16 1.41 -0.468
H -4.048 -2.134 2.009 -0.40 0.20 0.25 0.133
H -4.203 -3.125 3.537 -0.01 0.34 -0.13 0.360
H -5.676 -2.850 2.533 0.23 0.41 -0.01 0.429
H -2.526 -5.285 1.012 -0.26 -0.13 -0.29 0.562
H -2.171 -4.395 2.391 -0.14 0.90 0.11 0.667
H -2.392 -3.565 0.738 -0.35 0.37 0.59 0.187
H -4.204 -5.376 3.587 0.25 0.49 -0.03 0.395
H -4.158 -6.436 2.247 -0.57 0.31 -0.57 0.373
H -5.697 -5.546 2.794 0.01 -0.15 -0.75 0.376
H -4.367 -3.551 -0.209 -0.73 0.23 -0.29 -0.102
H -5.986 -4.152 0.438 0.17 0.22 -0.01 0.578
H -3.731 -5.649 -1.025 0.59 0.47 0.23 0.317
H -5.349 -5.511 -1.406 -0.57 0.08 0.07 0.531
H -5.222 -7.521 -0.456 -0.08 0.12 -0.18 0.331
C -5.119 2.872 2.414 0.41 0.09 3.13 0.487
F -6.458 2.920 2.461 1.25 0.27 0.08 -0.204
F -4.688 3.272 1.261 0.18 0.48 -0.92 -0.184
F -4.559 3.720 3.432 -1.40 -1.36 -2.17 -0.235
S -4.501 1.118 2.809 -2.25 -3.30 1.82 1.237
O -3.551 0.720 1.777 0.86 0.90 -0.45 -0.670
O -3.961 1.121 4.167 -0.13 0.84 -1.21 -0.645
O -5.693 0.228 2.693 1.14 1.72 -0.07 -0.735
C -1.686 3.614 -3.883 0.12 1.50 -1.66 0.457
F -0.354 3.234 -3.919 -2.08 -0.43 0.32 -0.239
F -2.454 2.769 -3.107 1.71 1.16 0.12 -0.056
F -1.626 4.916 -3.448 -0.69 -2.11 0.27 -0.242
S -2.574 3.624 -5.579 -1.08 0.75 -2.56 1.229
O -2.591 2.219 -6.020 0.62 -0.21 1.11 -0.721
O -3.966 4.085 -5.385 2.15 -0.29 0.90 -0.664
O -1.724 4.481 -6.409 -0.69 -0.85 1.49 -0.666
C -2.343 4.935 -0.134 0.15 2.04 1.37 0.374
F -1.292 5.354 -0.842 -0.12 -0.39 1.12 -0.158
F -2.833 3.883 -0.730 -0.26 -0.38 0.46 -0.013
F -2.033 4.673 1.208 -0.37 0.32 -2.78 -0.081
S -3.590 6.437 -0.227 -0.69 -0.55 0.07 1.170
O -4.155 6.373 -1.549 0.08 -0.50 -0.22 -0.448
O -4.639 6.274 0.788 0.44 -0.48 -0.07 -0.405
O -2.920 7.680 0.022 0.91 0.09 0.32 -0.448
C 4.258 5.214 2.029 -0.83 -1.05 1.44 0.560
F 5.048 6.122 2.540 -0.43 2.87 0.58 -0.231
F 3.811 5.522 0.818 -0.53 0.83 -0.47 -0.235
F 5.092 4.250 1.894 1.08 -3.59 -0.84 -0.236
S 2.843 4.717 3.225 1.59 0.31 1.14 1.375
O 3.540 4.419 4.502 -1.12 0.26 -1.94 -0.746
O 2.059 5.932 3.215 -0.44 -0.25 0.06 -0.761
O 2.179 3.543 2.631 0.38 0.45 -0.20 -0.952
C 1.431 -2.126 5.302 -0.82 -1.02 -1.91 0.519
F 0.047 -1.978 5.343 1.54 0.64 0.14 -0.217
F 2.069 -1.384 6.150 -0.29 1.10 0.59 -0.180
F 1.638 -3.383 5.630 0.13 -1.04 0.26 -0.209
S 2.125 -1.908 3.539 2.54 2.42 -2.20 1.021
O 3.516 -2.384 3.536 -2.51 0.12 0.86 -0.665
O 1.235 -2.604 2.613 -0.65 -1.01 0.42 -0.645
O 2.051 -0.437 3.230 0.11 -2.29 1.26 -0.995
C 7.222 0.523 -0.737 -1.59 0.29 2.40 0.410
F 8.427 0.357 -0.184 -0.36 -0.02 -1.03 -0.212
F 7.182 1.601 -1.520 0.75 -0.03 -0.76 -0.219
F 6.894 -0.573 -1.483 0.48 0.69 0.31 -0.216
S 5.988 0.872 0.728 0.78 -1.88 4.04 1.131
O 5.901 -0.450 1.385 -0.05 1.08 -1.84 -0.721
O 6.603 1.835 1.640 -0.12 -0.45 -2.24 -0.643
O 4.724 1.319 0.145 0.21 0.04 -1.34 -0.770